[1]
The following is a quantum chemistry calculation of a molecular structure, C8H24BrIMnO4 at a distorted geometry, from OMol25.

Geometry (Å):
I: -2.754 0.932 0.583
Br: 2.110 -1.361 -1.039
Mn: -0.044 -0.146 -0.114
O: -1.112 -1.648 -1.403
O: 0.897 1.591 0.975
O: 0.146 -1.349 1.697
O: -0.106 1.029 -1.871
C: 0.462 -1.157 3.053
C: -0.818 2.935 -3.041
C: 2.237 1.561 1.432
C: 3.038 2.176 0.332
C: -1.179 -3.048 -1.190
C: 0.157 2.378 -2.061
C: -0.863 -1.007 3.834
C: -2.652 -3.458 -1.551
H: 0.017 2.897 -1.113
H: -1.579 -1.691 3.379
H: 0.248 -2.300 1.626
H: -1.044 -3.385 -0.162
H: 2.257 2.020 2.421
H: 2.536 2.912 -0.297
H: -0.933 -1.085 4.919
H: -2.440 -4.497 -1.800
H: -0.793 4.024 -3.080
H: 3.880 2.574 0.898
H: -1.292 -1.422 -2.319
H: -1.382 -0.083 3.581
H: 0.990 -0.217 3.208
H: -1.855 2.620 -2.929
H: -3.003 -2.961 -2.456
H: 0.512 2.336 1.442
H: 2.671 0.586 1.655
H: 0.192 0.751 -2.740
H: -3.431 -3.490 -0.790
H: -0.437 2.626 -4.014
H: 3.462 1.360 -0.253
H: 1.124 -1.976 3.336
H: 1.209 2.493 -2.320
H: -0.432 -3.521 -1.828

Cartesian forces (eV/Å) of the 2 atoms listed first:
I 0.670 -0.099 -0.040
Br -0.073 0.197 0.191

Values from the calculation:
- Spin multiplicity: 6
- Kohn-Sham gap (alpha / beta): 8.090 / 8.091 eV
- Total energy: -126340.120 eV
- Relative energy (zero: lowest compared OMol25 entry of this formula, charge and spin): 1.572 eV
- Expectation value of S²: 8.752
- LUMO (alpha / beta): 0.40 / 0.39 eV

***

[2]
The following is a quantum chemistry calculation of a molecular structure, C8H24ClI2OP2PbS at a distorted geometry, from OMol25.

Geometry (Å):
Pb: 0.078 1.190 -1.092
I: 0.117 2.177 -4.194
I: -0.413 -0.622 -3.891
Cl: -0.022 1.279 1.720
S: -0.535 -1.977 -0.402
P: 2.799 1.044 0.116
P: -2.646 0.946 0.117
O: 0.710 -1.227 -0.890
C: -0.472 -3.512 -1.352
C: 3.471 2.463 1.034
C: -3.703 0.640 -1.329
C: 3.157 -0.348 1.250
C: -3.293 2.430 0.963
C: 3.943 0.766 -1.292
C: -3.114 -0.379 1.298
C: -0.067 -2.431 1.261
H: 4.988 0.710 -0.951
H: -3.537 1.424 -2.074
H: 0.025 -1.519 1.868
H: 3.837 1.583 -2.023
H: -3.102 3.305 0.330
H: -0.646 -3.298 -2.422
H: -4.357 2.358 1.180
H: -2.736 2.554 1.899
H: -0.863 -3.060 1.661
H: -1.290 -4.110 -0.931
H: -2.967 -1.368 0.841
H: 0.891 -2.960 1.218
H: 3.659 -0.176 -1.784
H: 4.220 -0.405 1.492
H: 4.530 2.345 1.260
H: 2.827 -1.288 0.792
H: 3.313 3.374 0.449
H: -4.760 0.602 -1.064
H: 0.505 -3.980 -1.196
H: 2.901 2.542 1.963
H: -4.157 -0.270 1.609
H: -3.408 -0.311 -1.783
H: -2.466 -0.300 2.180
H: 2.584 -0.189 2.170

Cartesian forces (eV/Å) of the 2 atoms listed first:
Pb 0.343 -0.954 0.883
I -0.310 -1.495 -0.141

Values from the calculation:
- Kohn-Sham gap (alpha / beta): 5.220 / 5.135 eV
- Total energy: -74088.159 eV
- Total charge: +3
- Relative energy (zero: lowest compared OMol25 entry of this formula, charge and spin): 0.000 eV
- LUMO (alpha / beta): -13.65 / -13.71 eV

***

[3]
The following is a quantum chemistry calculation of 5 unconnected molecules or ions with the total composition C8H24FO4 at a distorted geometry, from OMol25.

Geometry (Å):
F: 1.134 0.792 -1.053
O: 1.215 1.811 1.414
O: -1.570 1.418 0.515
O: -1.064 -0.164 -2.456
O: 1.723 -1.938 -1.498
C: 3.115 2.165 2.956
C: 1.405 -2.812 -0.477
C: 2.277 1.149 2.121
C: -2.468 -2.034 -2.282
C: -1.969 -0.808 -1.565
C: 1.769 -4.260 -0.889
C: -1.719 2.748 0.523
C: -3.116 3.155 0.687
H: -3.124 4.144 1.145
H: 1.883 0.351 2.750
H: -0.383 0.335 -1.998
H: -3.666 2.978 -0.237
H: -1.649 -2.658 -2.640
H: 1.603 -1.019 -1.246
H: 2.924 0.674 1.384
H: -3.782 2.678 1.405
H: 1.881 -5.033 -0.128
H: 1.126 -4.676 -1.665
H: -1.308 3.243 -0.357
H: 1.756 -2.403 0.471
H: 2.704 -4.375 -1.438
H: 1.186 1.445 0.527
H: -3.183 -1.767 -3.060
H: -0.635 1.296 0.335
H: 2.622 2.835 3.660
H: -3.085 -2.733 -1.719
H: -2.839 -0.189 -1.348
H: 3.590 2.847 2.251
H: -1.426 -1.209 -0.709
H: 0.323 -2.762 -0.352
H: 3.904 1.726 3.567
H: -1.157 3.052 1.406

Cartesian forces (eV/Å) of the 2 atoms listed first:
F -0.317 -0.224 0.518
O 0.751 0.255 1.919

Values from the calculation:
- Kohn-Sham gap: 9.527 eV
- Total energy: -19593.169 eV
- Total charge: -1
- Relative energy (zero: lowest compared OMol25 entry of this formula, charge and spin): 1.648 eV
- LUMO: 3.49 eV

***

[4]
The following is a quantum chemistry calculation of a molecular structure, C8H24FO4Sn at a distorted geometry, from OMol25.

Geometry (Å):
Sn: -2.117 -2.931 -0.252
F: -0.484 -0.693 -0.348
O: -0.066 -0.208 2.219
O: 0.682 0.118 -2.894
O: 1.109 -2.969 -0.860
O: -3.022 0.182 0.003
C: -3.424 1.125 1.004
C: 1.454 1.296 -2.592
C: 0.497 2.475 -2.629
C: 1.060 1.954 1.942
C: 2.107 -3.667 -0.084
C: -2.766 2.465 0.675
C: 0.002 1.131 2.671
C: 1.903 -5.188 -0.142
H: 2.974 -3.516 -0.731
H: 0.425 -0.146 -2.002
H: -3.080 0.736 1.967
H: 0.050 -0.265 1.257
H: 0.931 3.029 2.085
H: 1.121 -2.032 -0.614
H: 0.933 1.793 0.868
H: 2.543 -5.558 0.660
H: -0.294 2.374 -1.878
H: 1.039 3.383 -2.344
H: 2.165 1.467 -3.406
H: -4.510 1.097 1.027
H: 2.088 1.754 2.242
H: 2.309 -5.540 -1.088
H: -1.800 2.264 0.213
H: -0.008 2.611 -3.581
H: 0.121 1.198 3.752
H: -3.359 2.965 -0.097
H: 2.214 -3.282 0.927
H: -2.737 3.202 1.475
H: 2.090 1.252 -1.705
H: -0.979 1.583 2.477
H: -2.065 0.127 -0.184
H: 0.892 -5.583 -0.034

Cartesian forces (eV/Å) of the 2 atoms listed first:
Sn 2.333 3.147 -0.075
F -1.331 -1.962 -0.273

Values from the calculation:
- Kohn-Sham gap: 4.488 eV
- Total energy: -25413.451 eV
- Total charge: +1
- LUMO: -7.76 eV